57
Properties=species:S:1:pos:R:3 method="wB97M-V/def2-TZVPD" total_energy_ha=-4482.49505 homo_ha=-0.284
Ti -0.380 -0.560 0.669
C 5.337 1.524 3.012
C 4.488 1.371 1.773
O 3.108 1.657 2.063
P 2.006 0.477 2.276
S -0.788 -1.274 2.609
S 1.967 -0.466 0.288
O 2.910 -0.548 3.140
C 2.756 -1.979 3.159
C 3.423 -2.495 4.408
H 6.378 1.296 2.779
H 4.998 0.847 3.794
H 5.292 2.545 3.390
H 4.570 0.367 1.349
H 4.791 2.084 1.003
H 3.226 -2.381 2.257
H 1.696 -2.234 3.131
H 4.474 -2.209 4.438
H 3.367 -3.583 4.438
H 2.934 -2.104 5.298
C 0.014 -3.029 -2.673
Si -0.750 -3.431 -1.011
C 0.591 -4.071 0.125
C -1.966 -4.838 -1.210
C -1.618 -1.931 -0.307
H 0.407 -3.931 -3.145
H 0.845 -2.330 -2.553
H -0.720 -2.589 -3.350
H 0.850 -5.091 -0.169
H 0.247 -4.088 1.161
H 1.500 -3.465 0.098
H -1.466 -5.711 -1.633
H -2.805 -4.580 -1.858
H -2.374 -5.121 -0.239
H -2.306 -2.325 0.446
H -2.200 -1.452 -1.107
N 0.706 2.652 0.002
C -0.585 2.561 0.336
N -1.191 1.432 0.644
C -2.567 1.665 0.879
C -3.511 0.708 1.224
C -4.817 1.116 1.430
C -5.192 2.455 1.308
C -4.252 3.415 0.976
C -2.946 2.997 0.762
S -1.574 3.978 0.336
H 1.293 1.815 0.012
H 1.159 3.548 0.007
H -3.232 -0.330 1.357
H -5.558 0.377 1.703
H -6.218 2.748 1.477
H -4.527 4.456 0.885
Cl -0.172 1.605 -4.976
C 0.398 0.387 -3.843
Cl -0.478 0.461 -2.296
H 1.448 0.562 -3.635
H 0.233 -0.600 -4.260

=====

57
Properties=species:S:1:pos:R:3 method="wB97M-V/def2-TZVPD" total_energy_ha=-4482.51007 homo_ha=-0.304
Ti -0.828 -0.045 0.283
C 5.412 1.822 1.895
C 4.284 1.751 0.890
O 3.037 2.093 1.517
P 1.890 1.024 1.922
S -1.180 -0.625 2.215
S 1.489 0.163 -0.039
O 2.865 -0.128 2.544
C 2.430 -1.478 2.746
C 3.468 -2.181 3.590
H 6.360 1.586 1.409
H 5.239 1.104 2.697
H 5.478 2.821 2.325
H 4.213 0.754 0.452
H 4.428 2.472 0.084
H 2.322 -1.956 1.770
H 1.453 -1.485 3.233
H 4.443 -2.152 3.101
H 3.179 -3.223 3.732
H 3.554 -1.705 4.567
C -0.013 -2.452 -3.016
Si -0.980 -2.910 -1.475
C 0.223 -3.542 -0.185
C -2.177 -4.290 -1.888
C -1.913 -1.422 -0.840
H 0.458 -3.333 -3.459
H 0.779 -1.742 -2.758
H -0.663 -1.998 -3.769
H 0.607 -4.532 -0.442
H -0.265 -3.610 0.791
H 1.071 -2.860 -0.092
H -1.659 -5.172 -2.274
H -2.902 -3.965 -2.638
H -2.729 -4.591 -0.995
H -2.705 -1.817 -0.194
H -2.386 -0.891 -1.677
N 0.213 3.192 -0.423
C -1.089 3.056 -0.188
N -1.712 1.923 0.070
C -3.088 2.143 0.268
C -4.033 1.172 0.580
C -5.353 1.555 0.743
C -5.742 2.886 0.602
C -4.808 3.862 0.300
C -3.489 3.471 0.136
S -2.111 4.469 -0.237
H 0.818 2.373 -0.399
H 0.625 4.107 -0.468
H -3.724 0.144 0.707
H -6.093 0.806 0.989
H -6.779 3.161 0.735
H -5.096 4.899 0.195
Cl 0.918 2.133 -5.201
C 0.738 0.949 -3.900
Cl -0.757 1.196 -2.982
H 1.569 1.061 -3.213
H 0.710 -0.041 -4.337

=====

55
Properties=species:S:1:pos:R:3 method="wB97M-V/def2-TZVPD" total_energy_ha=-5718.76036 total_charge=+1 homo_ha="-0.377 / -0.377"
Pd -0.616 -1.498 0.163
C -2.474 -3.402 4.570
O -1.279 -2.927 3.928
C -1.270 -2.590 2.661
O -0.226 -2.168 2.165
N -2.410 -2.725 1.949
N -2.382 -2.410 0.584
H -2.200 -3.554 5.607
H -2.791 -4.352 4.139
H -3.263 -2.651 4.514
H -3.270 -3.063 2.346
H -3.044 -1.664 0.365
H -2.550 -3.238 0.018
C -3.964 4.888 0.390
O -3.650 4.567 -0.958
C -3.120 3.364 -1.217
C -2.845 3.117 -2.589
C -2.312 1.930 -2.950
C -1.997 0.882 -2.021
C -1.470 -0.335 -2.520
C -1.302 -0.612 -3.998
O -1.088 -1.354 -1.851
C -2.276 1.146 -0.616
O -2.051 0.325 0.331
C -2.842 2.411 -0.275
H -4.386 5.888 0.367
H -3.067 4.884 1.013
H -4.697 4.189 0.797
H -3.073 3.889 -3.310
H -2.115 1.782 -3.999
H -1.648 0.152 -4.680
H -1.835 -1.539 -4.214
H -0.246 -0.805 -4.185
H -3.034 2.566 0.777
C 4.672 -0.400 -2.207
Ge 4.569 -0.509 -0.258
C 5.837 -1.805 0.490
C 4.800 1.271 0.528
C 2.765 -1.245 0.188
Se 1.269 -0.053 -0.152
C 1.187 0.821 1.575
H 5.560 0.158 -2.503
H 3.803 0.110 -2.624
H 4.733 -1.394 -2.651
H 6.863 -1.516 0.264
H 5.666 -2.797 0.070
H 5.737 -1.869 1.574
H 5.768 1.670 0.222
H 4.781 1.243 1.617
H 4.039 1.970 0.177
H 2.674 -1.569 1.224
H 2.583 -2.108 -0.454
H 2.107 1.380 1.728
H 1.054 0.064 2.344
H 0.328 1.487 1.546

=====

49
Properties=species:S:1:pos:R:3 method="wB97M-V/def2-TZVPD" total_energy_ha=-1189.40514 homo_ha=-0.293
C -1.161 5.767 2.581
C -1.449 4.474 1.827
C -2.566 3.686 2.406
N -0.196 3.688 1.841
C 0.021 2.501 1.207
S 1.045 1.548 1.922
N -0.731 2.227 0.099
N -0.403 1.307 -0.920
C -0.588 -0.007 -0.670
C -1.229 -0.551 0.602
C -2.435 -1.571 0.361
C -2.165 -2.525 -0.875
C -1.450 -1.612 -2.044
C -0.134 -0.963 -1.683
C 1.079 -1.863 -1.110
C 2.422 -1.051 -1.077
C 3.668 -1.960 -0.510
C 3.718 -3.307 -1.175
C 2.308 -3.952 -1.311
C 1.268 -3.042 -1.993
H -2.060 6.224 3.138
H -1.043 6.604 1.865
H -0.402 5.615 3.294
H -1.639 4.749 0.775
H -3.428 4.213 2.629
H -2.161 3.207 3.371
H -2.766 2.738 1.833
H 0.204 3.792 2.781
H -1.129 3.097 -0.273
H -0.417 -1.106 1.041
H -1.581 0.109 1.403
H -3.368 -0.960 0.492
H -2.439 -2.173 1.196
H -1.361 -3.162 -0.596
H -3.011 -3.066 -1.222
H -1.180 -2.179 -2.972
H -2.165 -0.902 -2.393
H 0.154 -0.379 -2.600
H 0.893 -2.208 -0.127
H 2.276 -0.141 -0.449
H 2.711 -0.714 -2.019
H 3.586 -2.088 0.481
H 4.559 -1.442 -0.625
H 4.485 -3.965 -0.662
H 4.037 -3.199 -2.214
H 2.382 -4.722 -2.128
H 1.998 -4.453 -0.382
H 1.561 -2.688 -2.978
H 0.282 -3.596 -2.135

=====

Energy relative to the best compared isomer or geometry (same formula, charge and spin): 0.472; 0.063; 0.380; 2.158 (eV)